1.
# C27H45Cl2OPPrS

A structure of composition C27H45Cl2OPPrS (ωB97M-V with the def2-TZVPD basis set, the Open Molecules 2025 dataset).

Output
HOMO-LUMO gap (spin up / spin down), eV: 5.5649 / 5.5380
E_HOMO (spin up / spin down), eV: -3.14 / -3.12
Calculated total energy, eV: -90012.723

```
! wB97M-V def2-TZVPD RIJCOSX def2/J DEFGRID3
* xyz -1 3
P 1.576 -1.670 0.629
C 3.147 -0.962 1.327
C 3.957 -1.832 2.304
C 5.096 -1.002 2.921
C 6.003 -0.391 1.845
C 5.189 0.437 0.843
C 4.066 -0.406 0.226
C 1.964 -2.937 -0.668
C 2.985 -4.011 -0.262
C 3.052 -5.112 -1.332
C 3.375 -4.529 -2.714
C 2.371 -3.435 -3.101
C 2.310 -2.332 -2.037
C 0.896 -2.698 2.024
C 0.574 -1.803 3.234
C 0.083 -2.636 4.424
C -1.124 -3.501 4.041
C -0.809 -4.379 2.825
C -0.330 -3.539 1.632
H 2.758 -0.098 1.887
H 4.377 -2.701 1.783
H 3.319 -2.214 3.107
H 5.682 -1.628 3.604
H 4.656 -0.195 3.522
H 6.779 0.227 2.312
H 6.520 -1.199 1.307
H 4.744 1.302 1.355
H 5.841 0.829 0.053
H 3.488 0.191 -0.487
H 4.511 -1.238 -0.335
H 0.983 -3.415 -0.797
H 2.081 -5.626 -1.373
H 2.729 -4.449 0.710
H 3.977 -3.552 -0.156
H 3.800 -5.863 -1.049
H 3.383 -5.326 -3.467
H 4.387 -4.099 -2.695
H 2.634 -3.000 -4.072
H 1.370 -3.877 -3.208
H 1.551 -1.595 -2.303
H 3.274 -1.813 -1.996
H 1.700 -3.391 2.310
H 1.442 -1.198 3.515
H -0.202 -1.081 2.944
H 0.899 -3.285 4.772
H -0.171 -1.972 5.260
H -1.973 -2.848 3.797
H -1.435 -4.121 4.891
H -1.693 -4.959 2.534
H -0.026 -5.103 3.093
H -0.090 -4.201 0.795
H -1.133 -2.880 1.283
Pr 0.000 0.000 0.000
Cl -1.106 -1.694 -1.303
Cl 0.839 1.448 1.739
C 1.097 0.902 -1.177
H 1.863 1.524 -0.685
C 1.184 1.014 -2.629
C 0.482 0.200 -3.542
C 0.642 0.375 -4.910
C 1.494 1.369 -5.404
C 2.196 2.187 -4.516
C 2.045 2.007 -3.145
H -0.175 -0.570 -3.150
H 0.098 -0.263 -5.600
H 2.859 2.960 -4.893
H 2.592 2.636 -2.447
H 1.611 1.503 -6.476
C -2.934 3.392 -0.914
S -1.815 1.990 -0.570
C -2.886 1.358 0.763
O -1.983 1.471 -2.006
H -3.018 4.033 -0.012
H -3.945 3.034 -1.205
H -2.514 4.009 -1.736
H -3.906 1.143 0.382
H -2.461 0.401 1.128
H -2.905 2.071 1.614
*
```

Results of the Löwdin charge analysis, in e, for atoms 1 through 4: P 0.9343; C -0.4103; C -0.1982; C -0.2008


2.
# C10H19N2O

The ion C10H19N2O with charge +1 (ωB97M-V with the def2-TZVPD basis set, the Open Molecules 2025 dataset).

Output
HOMO-LUMO gap, eV: 8.7232
E_HOMO, eV: -12.33
Calculated total energy, eV: -15695.932
ΔE to the lowest compared entry with this formula, charge and spin, kcal/mol: 78.4

```
! wB97M-V def2-TZVPD RIJCOSX def2/J DEFGRID3
* xyz 1 1
C -0.308 2.473 1.278
C 0.935 -1.953 -0.530
C 0.719 -0.831 0.086
C 1.818 1.161 1.081
C -0.282 -2.844 -0.800
C 2.284 -2.671 -0.751
C 3.048 1.813 1.460
C -3.598 1.306 -1.012
C -2.696 0.702 0.042
C -1.467 0.102 -0.547
N 0.768 1.890 0.897
N 1.812 -0.062 0.614
O -0.542 -0.368 0.419
H -0.668 3.143 0.515
H -0.688 2.212 2.231
H -0.596 -2.584 -1.766
H -1.193 -2.779 -0.285
H -0.110 -3.860 -0.735
H 2.630 -3.175 0.103
H 1.988 -3.496 -1.355
H 2.873 -1.994 -1.294
H 3.287 2.621 0.750
H 2.932 2.330 2.399
H 3.763 1.073 1.569
H -2.989 1.737 -1.854
H -4.358 0.770 -1.478
H -3.851 2.184 -0.619
H -3.341 -0.062 0.445
H -2.300 1.348 0.842
H -1.558 -0.735 -1.295
H -0.959 1.010 -1.067
H 2.648 -0.460 0.652
*
```

Results of the Löwdin charge analysis, in e, for atoms 1 through 4: C 0.1290; C -0.1801; C -0.2389; C -0.3185


3.
# C27H28N6O4S

A structure of composition C27H28N6O4S (ωB97M-V with the def2-TZVPD basis set, the Open Molecules 2025 dataset).

Output
HOMO-LUMO gap, eV: 8.1454
E_HOMO, eV: -7.86
Calculated total energy, eV: -56422.207
ΔE to the lowest compared entry with this formula, charge and spin, kcal/mol: 0.0

```
! wB97M-V def2-TZVPD RIJCOSX def2/J DEFGRID3
* xyz 0 1
C -2.978 3.057 -1.513
C -2.286 1.868 -0.920
C -1.866 0.813 -1.720
C -1.234 -0.289 -1.173
C -1.006 -0.344 0.197
C -1.433 0.703 1.009
C -2.068 1.794 0.451
H -2.390 2.606 1.086
H -1.258 0.653 2.073
N -0.296 -1.428 0.771
C -0.881 -2.434 1.473
O -0.206 -3.253 2.096
C -2.330 -2.542 1.462
C -3.022 -3.548 2.146
N -2.486 -4.468 2.953
H -1.478 -4.524 2.983
H -3.101 -5.184 3.313
C -4.424 -3.430 1.883
N -4.764 -2.440 1.082
S -3.483 -1.586 0.586
C -5.433 -4.354 2.434
O -5.143 -5.294 3.158
N -6.696 -4.066 2.063
H -6.861 -3.285 1.451
H -7.455 -4.647 2.374
C 1.162 -1.366 0.748
C 1.681 -0.187 1.510
C 2.200 -0.257 2.773
N 2.531 0.989 3.218
C 2.220 1.903 2.252
C 2.353 3.285 2.250
C 1.929 3.964 1.129
C 1.393 3.285 0.032
C 1.272 1.915 0.022
C 1.679 1.199 1.148
H 0.858 1.402 -0.831
H 1.063 3.858 -0.823
H 2.010 5.041 1.095
H 2.769 3.806 3.100
H 2.927 1.202 4.118
H 2.351 -1.125 3.387
H 1.477 -2.280 1.277
C 1.693 -1.521 -0.683
O 1.109 -2.172 -1.525
N 2.907 -0.971 -0.881
C 3.619 -1.084 -2.129
H 3.143 -1.877 -2.711
H 4.657 -1.355 -1.916
C 3.595 0.220 -2.931
C 2.211 0.608 -3.475
H 2.044 0.191 -4.465
C 2.245 2.142 -3.473
H 1.374 2.556 -2.969
C 3.541 2.480 -2.709
H 4.313 2.837 -3.406
O 3.978 1.292 -2.088
H 3.400 3.222 -1.923
H 2.280 2.546 -4.484
H 1.437 0.230 -2.808
H 4.311 0.135 -3.766
H 3.271 -0.306 -0.216
H -0.904 -1.106 -1.796
H -2.033 0.852 -2.787
H -2.645 3.975 -1.033
H -4.054 2.972 -1.363
H -2.789 3.126 -2.582
*
```

Results of the Löwdin charge analysis, in e, for atoms 1 through 4: C -0.0441; C -0.2741; C -0.0351; C -0.0460